No. 1
Below is 9 unconnected molecules or ions with the total composition C37H57BN8O at a distorted geometry, with properties calculated with wB97M-V/def2-TZVPD.

Computed properties:
HOMO-LUMO gap in Eh: 0.1104
Maximum force in eV/A: 12.153
Energy in a.u.: -1981.0864
HOMO energy in eV: -6.83

Last column: Mulliken charge in e.
CARTESIAN COORDINATES (ANGSTROEM)
C: 26.943046 -34.114530 2.622526  -1.466
C: 27.173912 -33.034586 1.389448  1.092
C: 27.840861 -33.878315 0.151564  -0.715
C: 27.723560 -33.083753 -1.259793  -0.895
C: 26.311172 -33.165999 -1.557288  -1.713
C: 25.551918 -32.230761 -0.436116  1.051
N: 25.831633 -32.595218 0.955441  1.198
O: 24.984792 -32.320433 1.858256  -0.302
C: 23.993799 -32.430996 -0.812824  -1.773
C: 25.902769 -30.761341 -0.604562  -1.476
C: 28.047609 -31.872912 1.806193  -1.623
H: 26.311328 -34.965421 2.331987  0.175
H: 26.615363 -33.498047 3.446322  0.580
H: 27.976843 -34.473110 3.067891  0.328
H: 27.436544 -34.978433 -0.063242  -0.204
H: 28.919093 -33.979385 0.445984  0.529
H: 28.399879 -33.942859 -1.869861  0.286
H: 28.246132 -32.212213 -1.494201  0.543
H: 25.993140 -34.016948 -1.364948  1.113
H: 25.944434 -32.450640 -2.300363  0.657
H: 23.503860 -33.395218 -0.588318  -0.025
H: 23.677286 -32.209409 -1.850015  0.451
H: 23.455640 -31.735217 -0.273537  0.705
H: 25.461181 -30.184339 0.079155  0.581
H: 25.471283 -30.282054 -1.698023  0.284
H: 26.936204 -30.568950 -0.166477  0.259
H: 28.817563 -32.383797 2.417785  0.444
H: 27.384149 -31.086120 2.248185  0.307
H: 28.324110 -31.446446 0.902886  0.490
B: 24.410233 -36.620265 0.426236  0.555
H: 23.465924 -37.591873 0.431562  -0.302
H: 23.965112 -35.412448 0.790120  -0.359
H: 25.429804 -37.016088 1.181225  -0.256
H: 24.770076 -36.298993 -0.869414  -0.184
N: 22.017994 -34.207906 -4.199706  -0.139
C: 23.270058 -34.645266 -3.577244  -0.573
C: 24.079750 -35.278341 -4.767825  -0.601
C: 23.198990 -35.353475 -5.955966  -0.677
C: 21.880254 -34.601964 -5.551561  -0.185
H: 21.100749 -33.653838 -3.663128  0.341
H: 23.557080 -34.495733 -2.539425  0.452
H: 24.940790 -35.770569 -4.881680  0.587
H: 23.203390 -35.758850 -6.932571  0.409
H: 20.794974 -34.444872 -5.858224  0.307
N: 23.878869 -43.061999 0.064324  -0.088
C: 24.803528 -43.388789 0.986615  -0.558
C: 25.155271 -41.993029 1.664362  -0.911
C: 24.390263 -40.968765 0.915839  -0.231
C: 23.521317 -41.699262 -0.044240  -0.389
H: 23.342692 -43.841631 -0.501904  0.278
H: 25.127261 -44.300480 1.104712  0.578
H: 25.876961 -42.002677 2.366562  0.531
H: 24.491848 -39.883769 1.073102  0.663
H: 22.835156 -41.241822 -0.930159  0.273
N: 22.104503 -38.681045 1.782828  0.394
C: 21.279465 -37.732435 2.515847  -0.557
C: 20.652911 -38.559113 3.672072  -1.302
C: 21.140089 -39.998141 3.522167  -0.941
C: 22.319873 -39.882062 2.323215  0.106
H: 22.657789 -38.525470 1.018736  0.108
H: 21.377178 -36.771517 2.141401  0.838
H: 19.902321 -38.285993 4.233339  0.736
H: 20.901498 -40.882672 3.967608  0.525
H: 22.886162 -40.598071 1.954915  -0.245
N: 23.684130 -38.752475 5.126347  -0.271
C: 23.443445 -39.180774 6.514729  -0.691
C: 24.599253 -38.674824 7.276722  -0.346
C: 25.556943 -38.134394 6.276178  -0.676
C: 24.890339 -38.134060 4.827277  -0.447
H: 23.031575 -38.918292 4.507940  0.549
H: 22.625929 -39.611781 6.839563  0.548
H: 24.832940 -38.835385 8.484502  0.241
H: 26.462742 -37.727024 6.762947  0.279
H: 24.916761 -37.863139 3.724727  0.545
N: 27.869411 -37.323540 -1.301292  0.186
C: 29.114571 -37.054759 -0.981043  -0.069
C: 30.089053 -37.503268 -2.064193  -0.908
C: 29.178936 -37.948862 -3.161828  -0.765
C: 27.755319 -37.822307 -2.625837  -0.586
H: 26.887946 -37.084828 -0.767422  0.030
H: 29.366483 -36.612178 0.043336  0.331
H: 31.060423 -37.476770 -1.963860  0.596
H: 29.447292 -38.305465 -3.991418  0.680
H: 26.806159 -38.157683 -3.092364  0.391
N: 23.046682 -35.855174 5.388155  0.404
C: 22.518981 -35.026861 6.407467  -0.428
C: 22.157309 -33.577574 5.913685  -0.948
C: 22.566307 -33.696553 4.474363  -1.134
C: 22.985530 -35.212201 4.183848  -0.516
H: 23.323510 -36.832863 5.425165  0.414
H: 22.291631 -35.470292 7.360697  0.403
H: 21.823096 -32.926665 6.598927  0.566
H: 22.412854 -32.953278 3.831887  0.661
H: 23.171455 -35.637423 3.262026  0.873
N: 20.725098 -35.089864 0.699200  0.362
C: 19.508535 -35.777380 0.429607  -0.235
C: 18.391825 -34.821674 0.781452  -0.750
C: 19.008547 -33.489287 0.985485  -0.762
C: 20.494984 -33.742112 0.873190  0.097
H: 21.634515 -35.657764 0.508797  0.101
H: 19.542985 -37.012333 0.204834  0.245
H: 17.393635 -35.024721 0.610996  0.461
H: 18.672338 -32.507741 0.971473  0.475
H: 21.426510 -32.933979 0.983023  0.032

Forces on the atoms, in the same order (eV/Å):
C 2.419 1.318 -0.219
C -0.049 -5.247 -0.210
C 0.385 1.005 -0.159
C 3.316 -6.344 0.176
C 1.213 10.787 0.788
C -2.543 -1.691 -2.629
N -3.033 1.910 3.907
O 3.171 -1.388 -3.882
C 0.704 -0.761 -0.007
C 1.769 -0.102 -3.068
C -1.918 -0.481 1.141
H 0.067 0.472 0.184
H -0.918 -0.246 0.293
H -1.761 0.515 -1.602
H 0.470 2.595 0.944
H -0.955 -0.015 -0.233
H -1.970 2.254 0.829
H 0.668 1.697 0.437
H -3.588 -8.019 0.364
H 0.215 -1.606 -1.214
H 0.967 0.040 0.191
H 1.197 -0.084 0.182
H -1.216 1.583 1.471
H -2.903 2.000 2.724
H 2.056 -1.649 2.969
H -0.516 -0.124 -2.102
H -0.207 1.219 -0.264
H 0.968 -0.788 0.615
H 1.703 0.851 -1.488
B 0.022 0.455 -0.862
H 2.062 2.366 -0.707
H 0.302 -1.551 0.021
H -1.195 0.577 -0.984
H -0.202 -0.845 1.764
N -0.480 0.084 1.365
C 0.225 -0.907 -5.873
C -8.146 2.831 0.674
C -4.131 3.896 4.696
C 2.497 -1.207 1.921
H 4.002 -2.424 -1.927
H -0.305 0.002 -0.504
H 3.513 -1.490 0.731
H 0.806 -0.456 -0.572
H 2.011 -0.451 -0.498
N -2.485 -0.948 -2.210
C -1.325 10.545 1.242
C -4.300 -3.341 -6.162
C 0.674 -4.096 -0.999
C 1.771 1.335 0.209
H 1.584 2.407 1.536
H 1.628 -4.627 0.843
H 2.139 0.710 2.266
H -0.098 -0.815 -0.348
H 1.819 -1.568 2.549
N -2.048 -0.226 4.706
C 0.213 -6.925 1.957
C 6.646 -3.248 -7.460
C 4.043 6.916 -4.915
C -9.232 2.827 6.558
H 1.296 1.538 -2.149
H -0.554 1.601 0.170
H -3.601 1.702 2.995
H -0.622 -1.944 1.494
H 1.745 -2.806 -1.306
N 3.945 -0.113 6.937
C 7.888 5.175 -2.522
C -0.447 -1.282 -1.891
C -2.488 0.030 -1.094
C -0.267 -1.475 5.007
H -4.226 -1.236 -4.283
H -4.083 -2.055 1.046
H -0.748 0.541 -3.770
H -0.289 -0.012 -1.489
H 1.043 -0.024 1.785
N -4.928 -0.219 -1.917
C 4.749 -0.323 -0.043
C -10.602 0.600 0.488
C -4.225 3.887 10.712
C 4.203 -0.251 -0.460
H 3.296 -0.724 -1.307
H -0.380 -0.842 -1.719
H 4.835 0.171 0.212
H 1.868 -2.782 -6.553
H 0.864 0.506 0.692
N -2.149 3.254 0.029
C -0.354 2.646 -2.036
C 4.408 -9.682 -4.229
C 0.167 -6.744 4.863
C -1.308 6.348 3.523
H -0.298 0.349 0.599
H 0.277 0.027 0.188
H -1.165 2.663 1.727
H -0.405 2.566 -2.974
H 0.671 -0.840 -1.571
N -0.606 -1.703 -1.889
C -1.375 0.317 1.817
C 5.907 0.147 -1.441
C 4.799 -5.028 -1.167
C -0.896 1.986 0.936
H -1.759 2.137 0.517
H -0.243 4.006 0.857
H -1.808 -0.396 -0.057
H -1.055 1.297 0.351
H -2.802 -2.541 -0.231

=====

No. 2
Below is a molecular structure, C29H32ClDyN2O5S at a distorted geometry, with properties calculated with wB97M-V/def2-TZVPD.

Computed properties:
HOMO-LUMO gap (spin up / spin down) in Eh: 0.2916 / 0.2915
Maximum force in eV/A: 2.548
Spin multiplicity: 6
Energy in a.u.: -3353.5885
HOMO energy (spin up / spin down) in eV: -7.57 / -7.56

Last column: Mulliken charge in e.
CARTESIAN COORDINATES (ANGSTROEM)
Dy: 0.870519 0.004272 -1.232989  0.584
O: -0.421310 -0.633174 -2.876441  -0.602
C: -0.242378 -1.615638 -3.680332  0.555
C: -1.269353 -2.579045 -3.887749  -0.451
C: -1.109152 -3.627058 -4.752065  -0.589
C: 0.077951 -3.780401 -5.477009  -0.641
C: 1.076057 -2.848727 -5.344970  -0.799
C: 0.954759 -1.760034 -4.463534  0.486
C: 1.980269 -0.772787 -4.393823  -0.139
N: 1.998737 0.192332 -3.537181  0.033
C: 3.020229 1.212515 -3.688049  -0.815
C: 2.739226 2.343109 -2.680977  -0.913
N: 2.640894 1.720275 -1.381735  0.315
C: 3.412279 2.081667 -0.422951  -0.472
C: 3.528037 1.383439 0.823342  0.627
C: 4.180299 2.004532 1.901954  -0.560
C: 4.357496 1.369575 3.106554  -0.679
C: 3.900951 0.056812 3.257099  -0.575
C: 3.288698 -0.593666 2.219013  -0.424
C: 3.054907 0.030169 0.961459  0.523
O: 2.492639 -0.621414 0.006844  -0.734
H: -2.182672 -2.448988 -3.324640  0.435
H: -1.908601 -4.345140 -4.880628  0.399
H: 0.197484 -4.626449 -6.137705  0.384
H: 1.982544 -2.943976 -5.927498  0.356
H: 2.767038 -0.839196 -5.158142  0.340
H: 3.026544 1.611579 -4.711959  0.467
H: 4.011874 0.788918 -3.475078  0.360
H: 1.775270 2.809165 -2.933298  0.214
H: 3.532585 3.105381 -2.736006  0.488
H: 4.067934 2.958451 -0.542757  0.253
H: 4.538337 3.018902 1.771144  0.372
H: 4.854388 1.869491 3.926062  0.401
H: 4.029678 -0.447385 4.206775  0.418
H: 2.949471 -1.614118 2.328711  0.468
C: 0.297966 0.264666 4.037602  -0.848
C: -0.517299 1.553329 4.028144  -0.356
C: -0.166081 2.432024 2.835232  -0.937
S: -0.693573 1.539721 1.289272  1.161
O: 0.463073 1.724506 0.359441  -0.836
C: -1.883628 2.799810 0.661103  -1.052
C: -3.217525 2.749099 1.388861  -0.543
C: -3.849190 1.365182 1.291506  -0.843
H: -0.143032 -0.455441 4.721865  0.420
H: 1.319356 0.462503 4.356280  0.208
H: 0.329965 -0.172495 3.039473  0.126
H: -0.334053 2.103471 4.953009  0.468
H: -1.582310 1.315956 3.989519  0.181
H: 0.908307 2.569829 2.736568  0.391
H: -0.652749 3.401211 2.896448  0.443
H: -2.003024 2.534843 -0.390872  0.429
H: -1.391014 3.768307 0.744290  0.518
H: -3.893081 3.481565 0.939456  0.416
H: -3.084713 3.026570 2.437208  0.218
H: -3.856391 1.036806 0.256105  0.120
H: -4.873087 1.374271 1.658232  0.490
H: -3.280892 0.639301 1.867057  0.184
Cl: -5.855036 -3.686477 2.576069  -0.226
C: -4.467901 -3.064524 1.758410  0.439
C: -4.638860 -2.363424 0.575382  -0.913
C: -3.540800 -1.797745 -0.040417  -0.197
C: -2.277544 -1.940946 0.520678  0.268
C: -2.109992 -2.684867 1.682085  -0.263
C: -3.208631 -3.247772 2.307649  -0.874
C: -1.128142 -1.228566 -0.118433  1.209
O: -0.022171 -1.796054 -0.226576  -0.789
O: -1.336525 -0.039488 -0.495888  -1.017
H: -5.624688 -2.262021 0.153928  0.427
H: -3.639313 -1.238779 -0.959347  0.534
H: -1.119806 -2.801247 2.097797  0.527
H: -3.101244 -3.826513 3.211421  0.431

Forces on the atoms, in the same order (eV/Å):
Dy 0.678 1.234 -1.157
O -0.350 -0.096 -0.054
C 0.133 -0.490 -1.033
C 0.118 0.307 0.174
C 0.104 0.011 0.025
C 0.088 -0.160 -0.196
C -0.035 0.090 0.115
C -0.756 -0.489 0.412
C 0.152 0.744 0.231
N 0.155 -0.376 -0.048
C 0.271 0.342 0.003
C 0.176 -0.109 -0.378
N 0.334 0.337 0.334
C -0.102 0.115 -0.667
C -0.233 -0.697 0.532
C -0.122 -0.045 -0.205
C 0.078 0.103 0.209
C 0.036 0.156 -0.040
C -0.188 -0.109 -0.384
C 0.867 0.651 0.766
O 0.333 -0.514 0.098
H -0.076 0.008 0.046
H -0.025 -0.033 0.027
H 0.032 0.000 -0.082
H 0.117 -0.013 -0.053
H -0.059 0.081 0.016
H 0.032 -0.028 0.153
H -0.078 0.109 -0.017
H 0.177 -0.036 0.011
H -0.166 -0.084 0.050
H -0.076 -0.117 -0.094
H 0.042 0.053 -0.030
H 0.010 0.044 0.007
H 0.039 -0.055 -0.001
H -0.046 -0.081 -0.024
C -0.133 0.189 0.117
C 0.143 -0.116 -0.052
C -0.315 -0.413 -0.297
S -0.925 1.678 1.680
O 1.100 -0.114 -0.918
C 0.077 -0.446 0.266
C -0.042 -0.177 -0.025
C -0.093 0.205 0.055
H 0.018 -0.149 0.036
H 0.083 -0.029 -0.089
H 0.073 -0.180 0.030
H -0.124 0.072 -0.005
H -0.102 0.038 0.084
H 0.137 -0.019 -0.112
H -0.042 0.137 -0.132
H 0.055 -0.048 0.036
H 0.121 -0.042 -0.045
H 0.128 0.092 0.054
H -0.034 0.111 0.028
H -0.015 -0.121 -0.093
H -0.061 -0.030 0.072
H -0.015 -0.193 0.015
Cl -0.208 -0.183 0.112
C 0.261 0.151 -0.095
C -0.091 -0.073 0.002
C 0.186 -0.020 0.112
C -0.010 0.015 -0.076
C 0.046 0.088 -0.205
C -0.119 -0.030 0.030
C -1.414 -0.307 0.485
O 0.174 -0.698 0.369
O -0.388 -0.298 -0.229
H -0.156 0.028 -0.054
H -0.080 0.083 -0.035
H 0.081 -0.054 0.017
H 0.024 -0.001 0.115

=====

Q: Number 1 is which compound?
A: C37H57BN8O